Entry 1:
Density functional theory data (ωB97M-V with the def2-TZVPD basis set) for a cluster of 8 separate species, C21H46NO13P in total in a non-equilibrium geometry.

Lowest unoccupied orbital energy ... 3.85 eV
Energy ... -2201.63702 Eh
Relative energy (zero: lowest compared OMol25 entry of this formula, charge and spin) ... 167.9 kJ/mol
Max |F| ... 0.1968 Eh/bohr
Kohn-Sham gap ... 3.0 eV

Structure (ORCA input):
```
! RIJCOSX wB97M-V def2-TZVPD def2/J DEFGRID3
* xyz -2 1
N 31.602 4.606 56.602
H 32.612 4.357 56.543
H 31.076 4.807 55.721
H 31.891 5.305 57.141
H 31.365 3.843 57.320
P 33.085 4.361 59.435
O 33.744 5.400 58.587
O 31.510 4.621 59.398
O 33.589 4.217 60.805
O 33.212 3.208 58.521
O 33.263 4.013 53.949
C 34.409 4.395 54.110
O 35.225 4.895 53.106
C 34.643 4.923 51.795
C 35.546 5.873 50.985
C 35.175 4.359 55.450
H 33.703 5.246 51.796
H 34.507 4.027 51.499
H 36.594 5.428 51.018
H 35.539 6.809 51.057
H 35.208 5.891 49.862
H 36.361 4.564 55.272
H 34.818 3.479 55.937
H 34.747 5.066 56.176
O 29.369 6.573 55.827
C 28.466 6.610 56.704
O 27.507 7.515 56.920
C 27.259 8.491 55.985
C 26.142 8.155 54.889
C 28.450 5.554 57.770
H 28.292 8.780 55.639
H 26.769 9.222 56.515
H 25.213 7.812 55.365
H 26.135 7.360 54.308
H 25.772 8.921 54.295
H 28.471 4.570 57.318
H 27.410 5.564 58.484
H 29.305 5.776 58.412
O 29.182 1.773 56.647
C 28.915 1.827 57.847
O 27.683 1.612 58.451
C 26.537 1.304 57.711
C 25.387 0.706 58.566
C 30.017 1.825 58.886
H 26.743 0.904 56.743
H 26.281 2.369 57.428
H 24.543 0.356 57.855
H 25.083 1.185 59.363
H 25.795 -0.300 58.803
H 31.020 1.904 58.560
H 30.056 1.012 59.597
H 29.954 2.542 59.752
C 34.486 -0.284 57.317
C 33.581 -0.384 56.182
O 33.323 -1.422 55.280
C 32.857 0.883 55.831
H 34.715 -1.255 57.533
H 34.143 0.146 58.094
H 35.619 0.021 56.889
H 32.250 1.184 56.722
H 32.160 0.448 55.092
H 33.386 1.792 55.607
C 29.903 5.003 52.494
C 29.142 3.745 52.176
O 28.646 3.545 50.934
C 28.948 2.659 53.187
H 30.978 4.584 52.385
H 29.663 5.429 53.429
H 29.933 5.637 51.558
H 29.881 2.233 53.395
H 28.296 1.878 53.080
H 28.510 3.048 53.996
C 32.006 8.677 58.353
C 30.817 9.424 57.792
O 30.879 9.720 56.445
C 29.422 9.504 58.453
H 32.806 9.381 58.292
H 32.113 7.816 57.954
H 31.617 8.542 59.365
H 29.135 8.616 58.644
H 28.725 10.087 57.796
H 29.471 10.117 59.305
*
```

***

Entry 2:
Density functional theory data (ωB97M-V with the def2-TZVPD basis set) for a structure of composition C21H47BiOP3Se in a non-equilibrium geometry.

Lowest unoccupied orbital energy (alpha / beta) ... -11.78 / -11.46 eV
Energy ... -4542.56602 Eh
Relative energy (zero: lowest compared OMol25 entry of this formula, charge and spin) ... 245.0 kJ/mol
Max |F| ... 0.0591 Eh/bohr
Kohn-Sham gap (alpha / beta) ... 4.4 / 4.7 eV

Structure (ORCA input):
```
! RIJCOSX wB97M-V def2-TZVPD def2/J DEFGRID3
* xyz 3 1
Bi 0.572 -0.259 -0.800
P -1.098 -0.779 1.429
P 1.765 -2.784 -0.838
P -1.744 -0.886 -2.156
H 0.014 4.617 -0.987
C -1.053 4.452 -1.210
C -1.949 4.318 -0.206
H -1.628 4.357 0.829
C -0.336 -0.181 2.967
C -1.534 -2.494 1.878
C -2.718 0.046 1.528
C 2.927 -3.037 -2.224
C 2.730 -2.985 0.702
C 0.603 -4.200 -0.877
C -2.875 0.544 -2.189
C -2.796 -2.256 -1.553
C -1.435 -1.275 -3.910
H -1.334 4.414 -2.276
H -3.016 4.181 -0.390
H -0.375 0.916 3.001
H 0.704 -0.517 3.040
H -0.919 -0.598 3.800
H -0.629 -3.100 2.018
H -2.181 -2.949 1.116
H -2.081 -2.423 2.829
H -2.584 1.129 1.436
H -3.118 -0.195 2.522
H -3.412 -0.314 0.763
H 3.419 -4.015 -2.135
H 3.695 -2.250 -2.224
H 2.387 -2.995 -3.181
H 3.528 -3.728 0.565
H 2.079 -3.318 1.525
H 3.193 -2.024 0.982
H 1.165 -5.142 -0.966
H -0.074 -4.113 -1.740
H 0.004 -4.237 0.047
H -3.496 0.472 -3.091
H -2.315 1.488 -2.211
H -3.530 0.541 -1.309
H -3.514 -2.512 -2.347
H -3.358 -1.963 -0.657
H -2.189 -3.145 -1.325
H -2.397 -1.259 -4.442
H -0.986 -2.273 -4.001
H -0.744 -0.537 -4.347
C 1.868 2.124 -4.363
C 1.485 3.411 -3.927
C 1.661 4.521 -4.770
C 2.217 4.365 -6.043
C 2.650 3.100 -6.457
C 2.476 1.997 -5.629
Se 1.639 0.471 -3.393
H 0.552 1.278 -1.645
H 1.048 3.513 -2.932
H 1.343 5.504 -4.414
H 2.328 5.234 -6.691
H 3.112 2.979 -7.434
H 2.815 1.020 -5.962
C 2.373 2.031 3.530
C 2.027 2.389 2.102
O 2.321 1.327 1.167
C 3.617 1.453 0.529
C 4.750 0.977 1.419
H 1.787 1.180 3.889
H 2.145 2.891 4.165
H 3.437 1.799 3.633
H 0.947 2.560 1.994
H 2.556 3.309 1.805
H 3.553 0.854 -0.391
H 3.781 2.505 0.234
H 4.508 0.029 1.916
H 5.643 0.824 0.802
H 4.994 1.733 2.173
*
```

***

Entry 3:
Density functional theory data (ωB97M-V with the def2-TZVPD basis set) for a cluster of 3 separate species, C21H47ClN3OS in total.

Lowest unoccupied orbital energy (alpha / beta) ... 0.56 / 0.47 eV
Energy ... -1926.13540 Eh
Max |F| ... 0.0085 Eh/bohr
Kohn-Sham gap (alpha / beta) ... 8.7 / 8.6 eV

Structure (ORCA input):
```
! RIJCOSX wB97M-V def2-TZVPD def2/J DEFGRID3
* xyz 0 2
C 1.577 -1.135 1.874
C 0.493 -0.788 0.848
C 1.167 -0.180 -0.396
C -0.242 -2.102 0.490
C -1.775 -2.092 0.347
S -2.377 -3.709 0.975
Cl -2.195 -1.995 -1.415
C -2.480 -0.961 1.087
C -1.785 0.397 1.060
C -1.842 1.070 -0.312
C -2.488 1.288 2.085
N -0.388 0.211 1.498
O 0.207 1.260 1.894
H 2.190 -0.265 2.084
H 1.100 -1.472 2.795
H 2.190 -1.947 1.484
H 1.269 0.897 -0.289
H 2.169 -0.598 -0.496
H 0.621 -0.396 -1.313
H 0.170 -2.443 -0.458
H 0.018 -2.861 1.225
H -3.605 -3.311 1.309
H -2.635 -1.263 2.122
H -3.460 -0.827 0.627
H -1.462 2.086 -0.236
H -2.887 1.111 -0.626
H -1.299 0.532 -1.081
H -2.230 2.333 1.941
H -3.567 1.166 1.991
H -2.190 1.000 3.092
C 7.147 0.202 1.564
C 6.313 0.396 2.821
N 5.373 -0.686 3.057
C 4.387 -0.381 4.077
C 4.866 -0.180 5.521
C 5.945 -2.021 3.101
C 7.042 -2.300 4.137
H 6.506 0.059 0.693
H 7.765 1.084 1.395
H 7.818 -0.654 1.641
H 5.722 1.309 2.710
H 6.991 0.569 3.672
H 3.634 -1.173 4.059
H 3.868 0.528 3.759
H 5.130 -1.122 6.001
H 4.066 0.271 6.110
H 5.728 0.485 5.576
H 6.343 -2.248 2.110
H 5.119 -2.722 3.247
H 7.776 -1.493 4.176
H 7.576 -3.214 3.872
H 6.640 -2.437 5.140
C -3.458 2.731 -3.068
C -3.749 1.438 -3.811
N -5.167 1.179 -3.981
C -5.456 -0.176 -4.416
C -4.970 -0.613 -5.804
C -5.927 2.235 -4.627
C -5.494 2.675 -6.033
H -3.966 2.740 -2.102
H -2.385 2.813 -2.890
H -3.764 3.617 -3.624
H -3.344 0.605 -3.227
H -3.193 1.443 -4.763
H -6.538 -0.322 -4.354
H -5.020 -0.849 -3.671
H -5.571 -0.183 -6.604
H -5.043 -1.699 -5.891
H -3.928 -0.342 -5.975
H -5.909 3.109 -3.973
H -6.971 1.914 -4.652
H -4.412 2.788 -6.106
H -5.941 3.642 -6.270
H -5.812 1.974 -6.803
*
```

***

Which formula does entry 1 have? C21H46NO13P

***

Which formula does entry 3 have? C21H47ClN3OS

***

energy of number 3 (C21H47ClN3OS)? -1926.13540 Eh

***

The lowest max |F| belongs to which entry? C21H47ClN3OS